The following is a quantum chemistry calculation of a structure of composition C20H20N4O5S2 at a distorted geometry, from OMol25.

energy above the lowest of the compared OMol25 structures with the same formula, charge and spin = 30.7 kcal/mol
total energy = -58932.56515 eV
charge = 0
lowest unoccupied orbital energy = -0.93 eV
spin multiplicity = 1
gap between HOMO and LUMO = 7.242 eV

Geometry as XYZ:
```
51
Properties=species:S:1:pos:R:3:forces:R:3
C -4.9060 -0.8248 2.4238 0.014 -0.028 0.162
H -5.8498 -1.2162 2.7991 0.093 0.023 0.026
O -5.1185 -0.5663 1.0562 -0.124 0.028 -0.228
C -4.0932 -0.0572 0.3247 0.184 0.053 -0.099
C -2.8310 0.2259 0.8094 -0.244 -0.086 -0.001
C -1.8454 0.7388 -0.0438 -0.393 0.128 -0.576
C -2.1476 0.9691 -1.3960 -0.181 -0.143 0.731
C -3.4281 0.6852 -1.8772 0.043 -0.018 0.105
C -4.3819 0.1794 -1.0308 0.067 -0.047 0.198
H -5.3743 -0.0503 -1.3834 -0.123 -0.020 -0.067
H -3.6585 0.8614 -2.9170 -0.055 0.017 -0.137
N -1.1668 1.4615 -2.2142 -0.046 0.166 -0.345
C 0.1380 1.6901 -1.8549 -0.302 0.127 -0.160
O 0.9407 2.0745 -2.6958 0.037 0.459 0.202
C 0.4489 1.4319 -0.4525 -0.333 0.060 0.336
C -0.5140 1.0041 0.3938 0.400 0.317 -0.364
H -0.2622 0.8214 1.4282 0.067 -0.090 0.140
C 1.8782 1.6214 -0.0187 -0.094 0.163 -0.526
N 2.2289 0.6886 1.0378 0.233 -1.039 -0.320
S 2.9105 -0.7439 0.4554 -0.497 0.152 0.394
O 4.0813 -0.4705 -0.3318 -0.174 -0.010 -0.275
O 3.0827 -1.6133 1.5799 -0.175 -0.058 0.074
C 1.5716 -1.3141 -0.5894 0.515 -0.081 0.694
C 0.4662 -1.9590 -0.0799 0.625 0.122 0.166
C -0.6168 -2.2670 -0.9363 -0.187 0.009 -0.600
C -0.6486 -1.9049 -2.2552 -0.253 -0.250 0.326
C 0.4539 -1.2187 -2.7805 1.027 0.441 0.042
N 0.6106 -0.7138 -4.0100 -0.377 0.035 -0.688
S 2.0275 0.0301 -4.0748 -0.466 -1.059 0.830
N 2.5406 -0.2762 -2.5989 0.717 0.326 -0.228
C 1.5921 -0.9457 -1.9409 -0.265 0.103 -1.269
H -1.4990 -2.1176 -2.8830 -0.127 -0.050 -0.043
H -1.4646 -2.7858 -0.5143 -0.078 -0.034 0.073
C 0.3689 -2.3232 1.3645 -0.108 -0.157 0.137
H 0.6150 -1.4682 1.9885 -0.057 0.029 0.150
H 1.0943 -3.0980 1.6053 -0.033 -0.027 0.085
H -0.6299 -2.6809 1.6029 -0.065 0.007 0.012
C 2.8965 1.2226 2.2114 0.642 0.098 0.408
H 2.2246 1.9482 2.6802 -0.020 -0.069 -0.049
H 3.0407 0.3745 2.8839 0.002 0.215 0.193
C 4.2644 1.8772 1.9452 -0.328 0.179 0.125
O 5.3021 0.9611 1.7540 0.208 -0.350 -0.070
H 5.1073 0.4096 0.9775 0.164 0.184 0.085
H 4.1840 2.5626 1.0876 -0.016 0.043 0.127
H 4.5453 2.4616 2.8269 -0.123 0.035 -0.108
H 2.5334 1.4879 -0.8885 -0.088 0.261 0.066
H 2.0097 2.6467 0.3406 0.123 -0.123 -0.011
H -1.3831 1.6064 -3.1941 0.171 -0.003 0.143
H -2.5689 0.0567 1.8413 -0.010 -0.040 0.153
H -4.1197 -1.5714 2.5738 -0.001 0.026 -0.005
H -4.6502 0.0885 2.9697 0.012 -0.022 -0.017
```
Forces are in eV/Å.